Molecular formula: C3H5N3O
Method: DFT, the ωB97M-V functional and the def2-TZVPD basis

Structure (XYZ):
```
12
Properties=species:S:1:pos:R:3:forces:R:3:nbo_charge:R:1
N 1.73288 0.90297 1.27668 0.2 0.0 -0.1 -0.818
C 0.90469 -0.01233 0.65182 0.0 0.0 0.1 0.569
N 0.06377 0.64022 -0.27986 -0.6 -0.2 -0.4 -0.589
C -0.84878 -0.02489 -0.77208 1.1 -1.3 0.8 0.620
O -2.26498 0.49389 -1.68219 -0.4 1.1 -0.5 -0.629
C -1.83181 -0.86198 -1.11014 0.4 0.6 -0.3 -0.245
N 0.81691 -1.27365 0.84413 0.3 0.5 0.1 -0.739
H 1.87580 1.76912 0.77537 -0.1 -0.2 0.1 0.397
H 2.57121 0.53760 1.70412 -0.2 0.0 0.0 0.385
H -2.79253 0.98817 -1.03902 -0.3 -0.4 0.0 0.489
H -1.72405 -1.58438 -1.91191 -0.2 -0.1 0.3 0.222
H 1.49690 -1.57475 1.54309 -0.1 0.0 -0.1 0.338
```
Positions in Å, forces in eV/Å.

Results
**Spin multiplicity**: 1
**Molecular weight**: 99.09 Da
**F_max**: 1.85 eV Å⁻¹
**Orbital gap**: 0.3385 Ha
**HOMO energy**: -0.3127 Eh
**Lowest unoccupied orbital energy**: 0.70 eV

=====

Molecular formula: C17H16N4O3S
Method: DFT, the ωB97M-V functional and the def2-TZVPD basis

Structure (XYZ):
```
41
Properties=species:S:1:pos:R:3:forces:R:3:nbo_charge:R:1
C -3.82961 -3.77176 0.96620 0.0 0.0 0.0 -0.630
C -3.94237 -2.39640 0.38241 0.0 0.1 0.0 0.018
C -5.08338 -2.02511 -0.32221 0.0 0.0 0.0 -0.237
C -5.19238 -0.75645 -0.85886 0.0 -0.2 0.1 -0.179
C -4.17478 0.16963 -0.70714 0.1 0.2 -0.1 -0.272
C -3.03166 -0.19085 -0.00568 -0.4 -0.1 -0.1 0.237
N -1.95569 0.68583 0.20324 0.2 -0.4 0.2 -0.620
C -1.77346 1.93470 -0.28485 0.5 0.2 0.2 0.676
O -2.54269 2.54861 -0.98487 -0.1 0.1 -0.1 -0.585
C -0.44345 2.55432 0.17819 0.3 0.0 -0.1 -0.411
C -0.19345 3.89211 -0.49068 -0.3 0.1 0.0 -0.520
C 1.02695 4.59111 0.05791 -0.3 -0.1 -0.2 0.690
O 1.10509 5.78612 0.21198 -0.1 0.1 0.0 -0.572
N 2.08922 3.79032 0.39528 0.6 0.4 0.2 -0.634
C 2.30069 2.43718 0.23440 -0.4 -1.2 0.0 0.258
N 3.45573 1.98014 0.46602 0.1 2.1 -0.5 -0.297
N 3.84189 0.73268 0.52464 0.0 -2.1 0.5 -0.216
C 4.14138 0.01526 -0.48578 -0.4 1.0 -0.4 0.025
C 4.66618 -1.30475 -0.31412 0.2 -0.8 1.3 0.192
C 4.94439 -2.04220 0.81511 -0.2 0.6 -0.7 -0.249
C 5.44075 -3.28013 0.36296 0.1 -0.1 -0.6 -0.316
C 5.42969 -3.21383 -1.00025 0.2 -0.6 0.6 0.104
O 4.96628 -2.03010 -1.41770 -0.2 0.4 -0.4 -0.384
S 0.92095 1.40112 -0.23671 0.2 0.2 0.1 0.208
C -2.92422 -1.47048 0.53406 -0.1 0.0 -0.1 -0.279
H -4.59637 -3.92208 1.72544 0.0 -0.1 0.1 0.222
H -3.97640 -4.52456 0.19335 0.0 -0.1 0.0 0.222
H -2.85532 -3.92591 1.42271 0.0 -0.1 0.0 0.213
H -5.88507 -2.73782 -0.44775 -0.1 -0.1 0.0 0.210
H -6.08130 -0.47809 -1.40466 -0.1 0.0 0.0 0.216
H -4.26144 1.15645 -1.12778 0.0 0.0 0.0 0.251
H -1.19543 0.28585 0.73908 -0.1 0.2 -0.1 0.406
H -0.45979 2.65686 1.26921 -0.1 0.0 -0.1 0.240
H -1.05826 4.54502 -0.35635 0.2 0.0 0.0 0.269
H -0.06492 3.74382 -1.56730 0.0 0.0 0.1 0.253
H 2.90547 4.29037 0.73405 -0.1 0.0 0.0 0.431
H 4.02898 0.36197 -1.51559 0.1 0.2 0.0 0.184
H 4.80677 -1.71764 1.82500 -0.1 0.1 0.2 0.238
H 5.76240 -4.10668 0.96265 0.1 -0.2 0.1 0.231
H 5.71743 -3.92150 -1.75269 0.0 0.0 -0.2 0.205
H -2.02881 -1.74312 1.07709 0.1 -0.1 0.1 0.202
```
Positions in Å, forces in eV/Å.

Results
**SMILES**: Cc1cccc(NC(=O)[C@@H]2CC(=O)N/C(=N/N=C/c3ccco3)S2)c1
**Spin multiplicity**: 1
**Molecular weight**: 356.41 Da
**F_max**: 2.12 eV Å⁻¹
**Orbital gap**: 0.3201 Ha
**HOMO energy**: -0.3066 Eh
**Lowest unoccupied orbital energy**: 0.37 eV

=====

Molecular formula: C17H28BrN3O
Method: DFT, the ωB97M-V functional and the def2-TZVPD basis

Structure (XYZ):
```
50
Properties=species:S:1:pos:R:3:forces:R:3:nbo_charge:R:1
C -6.23450 3.89982 -0.14066 0.1 -0.4 -0.1 -0.608
C -5.54504 2.83639 0.71032 0.3 0.4 -1.5 -0.396
C -5.07329 1.67194 -0.16101 -0.5 -0.8 2.2 -0.202
N -4.40834 0.72590 0.76218 0.7 0.0 -1.3 -0.592
C -3.07926 0.34144 0.71292 -1.9 -0.9 2.0 0.156
C -2.25104 0.48176 -0.46698 1.1 -0.1 1.2 -0.042
N -0.98360 0.16358 -0.47678 -0.1 -0.7 1.0 -0.169
N -0.41338 -0.42864 0.64341 -1.8 1.2 -1.1 -0.238
C 1.02232 -0.77929 0.51706 -0.3 -0.5 -1.7 -0.043
C 1.84643 0.46580 0.19753 0.2 -0.5 -1.4 -0.413
C 3.32362 0.18235 -0.19979 0.7 0.7 1.1 -0.025
C 3.90436 1.47521 -0.85590 -0.8 -0.6 -0.2 -0.597
C 4.24977 -0.02063 1.07219 -0.8 0.6 -0.5 -0.614
C 3.39012 -0.96284 -1.22093 -0.5 -0.1 0.1 -0.404
C 2.59444 -2.26857 -0.88592 0.3 0.5 -0.3 -0.038
C 2.59244 -3.12904 -2.16419 0.3 1.0 -0.2 -0.599
C 3.20433 -3.07913 0.29415 -0.1 0.2 -0.3 -0.616
C 1.13754 -1.90866 -0.56367 0.3 1.1 0.0 -0.404
C -1.16031 -0.66565 1.80479 -0.1 -0.6 1.7 0.575
O -0.65432 -1.14933 2.81088 0.8 -0.1 -0.4 -0.646
C -2.56764 -0.31580 1.83695 0.3 1.1 -2.0 -0.210
Br -3.60951 -0.57927 3.43927 0.9 0.1 -1.1 0.082
H -7.08524 3.43760 -0.66889 0.3 0.4 0.1 0.203
H -6.58822 4.70807 0.47542 -0.3 0.3 0.2 0.216
H -5.54649 4.34270 -0.86515 -0.1 -0.2 -0.1 0.204
H -4.65461 3.19693 1.20749 0.1 0.4 0.2 0.205
H -6.22101 2.50837 1.46866 -0.5 -0.5 0.6 0.199
H -4.40095 2.00899 -0.90671 0.7 0.3 -0.6 0.195
H -5.90841 1.18320 -0.65325 -0.2 -0.1 -0.2 0.192
H -4.93297 0.44939 1.59325 0.4 0.2 -0.5 0.410
H -2.67790 0.92388 -1.35469 0.3 0.0 -0.2 0.208
H 1.37065 -1.16723 1.45254 -0.3 -0.2 0.7 0.241
H 1.75200 1.08515 1.05953 0.3 0.8 0.7 0.216
H 1.41812 1.01185 -0.66382 -0.2 -0.3 0.4 0.217
H 3.81336 2.31524 -0.17517 0.0 0.2 0.1 0.208
H 3.36460 1.72970 -1.77973 0.1 -0.1 0.2 0.203
H 4.95354 1.34893 -1.09822 0.2 -0.1 -0.1 0.208
H 3.92311 -0.77216 1.77040 -0.3 -0.4 0.1 0.206
H 5.26070 -0.27215 0.76521 0.2 0.0 -0.1 0.207
H 4.28241 0.91903 1.65793 0.0 -0.3 -0.4 0.208
H 4.42794 -1.23047 -1.40592 0.3 0.0 0.0 0.209
H 3.02536 -0.55151 -2.19031 0.0 -0.3 0.5 0.206
H 2.15467 -2.56676 -3.02610 0.2 -0.4 0.7 0.206
H 3.64090 -3.34670 -2.43390 -0.5 -0.4 0.1 0.208
H 1.98662 -4.00889 -1.99188 0.1 -0.5 -0.1 0.209
H 3.02234 -2.55739 1.24090 -0.1 -0.4 -0.1 0.208
H 2.74993 -4.09490 0.31737 0.3 0.7 0.1 0.213
H 4.29862 -3.18012 0.22734 -0.3 0.0 -0.2 0.211
H 0.65604 -2.79972 -0.18441 -0.4 -0.2 0.1 0.214
H 0.62976 -1.57837 -1.50370 0.3 -0.2 0.8 0.217
```
Positions in Å, forces in eV/Å.

Results
**SMILES**: CCCNc1cnn(C2CC(C)(C)CC(C)(C)C2)c(=O)c1Br
**Spin multiplicity**: 1
**Molecular weight**: 370.33 Da
**F_max**: 2.90 eV Å⁻¹
**Orbital gap**: 0.3163 Ha
**HOMO energy**: -0.3042 Eh
**Lowest unoccupied orbital energy**: 0.33 eV

=====

Molecular formula: C4H4ORh
Method: DFT, the ωB97M-V functional and the def2-TZVPD basis

Structure (XYZ):
```
10
Properties=species:S:1:pos:R:3:forces:R:3:nbo_charge:R:1
H -1.39803 -2.00759 1.73392 -0.5 0.4 -0.5 0.252
C -1.05411 -1.59897 0.79040 2.1 -1.0 -0.3 -0.382
C -0.11467 -1.77355 -0.02052 -2.0 1.9 1.3 0.067
C 0.81904 -1.29995 -0.97900 0.3 1.9 -0.6 -0.561
H 0.63614 -1.68415 -1.99186 0.1 0.4 0.2 0.235
H 1.86666 -1.45277 -0.68402 -0.3 0.2 -0.1 0.243
C 0.51527 0.66742 -0.99915 3.0 -2.2 -1.0 -0.136
O 1.00329 1.31454 0.07589 -0.2 -1.1 -0.9 -0.615
Rh -0.99358 1.22709 0.33272 -1.9 -0.1 1.3 0.728
H 0.94741 1.02764 -1.96507 -0.5 -0.3 0.5 0.168
```
Positions in Å, forces in eV/Å.

Results
**Spin multiplicity**: 6
**Molecular weight**: 170.98 Da
**F_max**: 3.81 eV Å⁻¹
**Orbital gap (spin up / spin down)**: 0.2453 / 0.2528 Ha
**HOMO energy (spin up / spin down)**: -0.2413 / -0.3467 Eh
**Lowest unoccupied orbital energy (spin up / spin down)**: 0.11 / -2.56 eV